Computed, not measured: a 13-piece molecular cluster, C68H120Cl8N4O20P2 overall in a non-equilibrium geometry, with ωB97M-V/def2-TZVPD.

Structure (XYZ):
```
222
Properties=species:S:1:pos:R:3:forces:R:3
C -22.54118 31.75189 -35.47086 -0.7 0.2 -0.3
C -22.93619 30.67964 -34.50945 1.4 -0.5 1.8
C -22.10659 29.42796 -34.81284 -1.2 -1.4 0.3
C -22.52987 28.74677 -36.13640 1.1 0.2 0.0
N -21.64922 27.57089 -36.54945 1.7 -2.2 -0.7
C -22.16370 26.79526 -37.85520 -1.4 2.3 -0.2
C -23.18129 25.72162 -37.36897 -0.8 1.9 -1.6
C -22.40235 25.11249 -36.35824 3.1 -0.1 4.4
C -21.66120 26.36137 -35.61876 -0.2 -1.2 0.2
C -20.14606 28.00124 -36.68061 -1.0 0.2 0.9
H -23.22884 31.54557 -36.29102 0.5 1.0 -0.7
H -21.49823 31.63165 -35.76394 -0.1 -0.2 -0.3
H -22.59488 32.76731 -35.07824 -0.5 0.0 -0.1
H -23.99729 30.51236 -34.32455 -0.2 -0.2 -0.8
H -22.59209 30.90136 -33.49923 0.1 0.4 0.2
H -22.26224 28.75273 -33.97145 0.1 -0.3 0.0
H -21.05513 29.71259 -34.77383 0.0 0.0 -0.4
H -22.40110 29.52265 -36.89107 -0.1 -0.4 -0.6
H -23.56314 28.39980 -36.14344 0.1 0.0 0.2
H -21.33209 26.38957 -38.43133 0.2 -0.1 0.5
H -22.57609 27.63864 -38.40904 -0.2 -0.3 -0.5
H -23.56315 25.04348 -38.13211 0.3 0.2 -0.3
H -24.05852 26.16070 -36.89383 -0.2 0.5 -0.3
H -21.59368 24.46821 -36.70329 0.0 0.0 -0.3
H -22.86157 24.59661 -35.51498 -0.6 -0.1 -0.5
H -20.64765 26.01047 -35.42464 0.1 0.4 0.0
H -22.09792 26.64936 -34.66250 -0.2 -0.1 -0.2
H -19.51757 27.14499 -36.92544 -0.3 0.0 -0.9
H -19.74220 28.24109 -35.69701 -0.6 0.0 0.4
H -20.07709 28.93674 -37.23575 -0.1 -0.5 -0.7
C -22.77793 25.03192 -42.01183 0.7 2.4 -0.3
C -22.10337 26.51803 -42.45808 -1.1 -3.1 0.3
C -20.71271 26.67157 -41.84433 0.3 -1.6 0.1
C -20.02694 27.89911 -42.36655 -0.1 1.0 1.8
N -18.66295 28.25300 -41.74407 2.7 0.7 -0.1
C -17.52111 27.29765 -42.22334 -0.8 -0.6 1.2
C -16.29325 27.58023 -41.28185 -0.5 -0.1 -0.8
C -16.87179 28.11182 -39.92293 -1.4 0.5 -1.9
C -18.45810 28.05016 -40.15235 1.3 -0.2 -1.1
C -18.11433 29.63605 -42.28094 -0.3 -0.3 1.2
H -22.19461 24.13049 -42.19960 0.4 0.4 -0.1
H -23.74619 24.90827 -42.49688 0.0 0.2 0.0
H -22.94529 25.11890 -40.93827 0.0 -0.2 0.1
H -22.76926 27.28306 -42.05881 0.1 0.1 -0.1
H -22.16346 26.55869 -43.54566 0.4 0.1 -0.1
H -20.06280 25.80094 -41.93218 -0.3 -0.5 -0.5
H -20.94657 26.64855 -40.77996 0.4 0.8 0.3
H -20.74256 28.63369 -41.99725 0.3 1.0 -0.6
H -19.88100 27.90832 -43.44670 -0.1 0.0 0.1
H -17.40128 27.35983 -43.30495 0.3 0.5 0.1
H -17.94275 26.30539 -42.06291 0.4 -0.2 0.3
H -15.59532 28.21874 -41.82342 -0.1 0.6 0.3
H -15.68227 26.69157 -41.12344 -0.6 -0.4 0.0
H -16.67911 29.17047 -39.74907 0.5 0.0 0.0
H -16.45497 27.50187 -39.12148 -0.8 0.0 0.2
H -19.01320 28.79587 -39.58324 -0.3 -0.2 -0.3
H -18.75575 27.01098 -40.01226 -0.4 0.2 0.2
H -18.59394 30.52919 -41.88047 -0.9 -0.4 0.0
H -18.07748 29.66872 -43.36983 -0.5 -0.4 0.1
H -17.08962 29.78351 -41.93985 0.0 -0.6 0.0
C -27.58520 34.41844 -43.16919 -0.8 0.6 -1.1
C -28.91995 34.64231 -42.41388 1.1 0.6 -1.8
C -28.90656 34.38898 -40.93472 -1.8 0.5 1.1
C -27.53347 34.40833 -40.26648 -1.0 0.1 0.3
N -27.53168 34.15860 -38.71402 0.7 -0.1 -0.5
C -26.16718 34.58342 -38.19945 1.6 -0.1 0.4
C -25.41351 33.29473 -37.80429 -0.4 0.0 0.0
C -26.17302 32.20888 -38.62928 1.1 -0.8 0.7
C -27.60844 32.59887 -38.51746 0.5 1.7 0.5
C -28.64051 34.82987 -37.94258 0.9 -0.1 -1.5
H -27.13082 33.42801 -43.19557 0.0 0.1 0.5
H -26.88246 35.22473 -42.95911 0.4 -0.5 0.8
H -27.77247 34.68003 -44.21063 -0.3 -0.4 -0.3
H -29.80773 34.28665 -42.93682 0.2 -1.2 0.2
H -29.14340 35.68630 -42.63357 0.4 0.5 0.6
H -29.56260 33.56550 -40.65261 0.6 -0.9 -0.2
H -29.58705 35.18105 -40.62222 0.4 0.5 0.9
H -27.06966 35.37516 -40.46203 0.2 -0.2 0.3
H -26.93754 33.62117 -40.72837 0.4 0.2 0.4
H -26.22516 35.29855 -37.37888 -0.7 -0.3 0.2
H -25.55379 35.12158 -38.92211 -0.5 -0.3 -0.7
H -25.40924 33.18457 -36.71988 -1.1 -0.5 0.2
H -24.32828 33.30943 -37.90513 0.0 0.3 -1.2
H -26.07815 31.24769 -38.12410 0.2 -0.1 -0.2
H -25.78157 32.09012 -39.63961 0.1 0.3 0.0
H -27.83560 32.40480 -37.46921 -0.6 0.4 0.0
H -28.38137 32.20455 -39.17714 0.3 0.0 -0.1
H -28.49527 34.70483 -36.86956 -0.2 -0.7 -0.1
H -29.47329 34.36201 -38.46764 -0.8 0.6 1.1
H -28.56356 35.90593 -38.09844 -0.3 0.0 -0.4
C -11.85501 26.80431 -36.95413 -0.2 -0.6 -0.5
C -13.18082 27.04139 -37.63918 -1.6 1.0 -0.1
C -14.10541 28.03220 -36.85234 0.5 -1.2 2.9
C -14.33989 27.57356 -35.26617 -0.8 0.5 -1.0
N -15.16536 28.50811 -34.32531 0.4 1.4 -0.8
C -14.29679 29.75543 -34.04485 -0.6 0.1 0.5
C -13.38647 29.44085 -32.86435 -0.7 -1.3 0.1
C -14.26826 28.38174 -32.03230 3.7 1.6 1.5
C -15.34068 27.94696 -32.89032 -2.6 -0.4 -1.3
C -16.59014 28.79446 -34.92825 0.6 -0.6 1.6
H -11.18946 26.51183 -37.76628 0.5 -0.2 0.5
H -11.97450 25.99158 -36.23768 0.3 -0.1 0.0
H -11.42798 27.64838 -36.41255 -0.1 0.3 -0.2
H -13.66259 26.13016 -37.99367 -0.1 -0.3 0.7
H -13.07565 27.57888 -38.58159 0.5 0.2 -0.1
H -15.11459 28.16959 -37.24065 0.4 0.1 -0.4
H -13.42680 28.88515 -36.85962 -0.8 0.7 0.1
H -13.40688 27.47922 -34.71056 0.0 -0.5 -0.3
H -14.99648 26.70362 -35.28043 0.5 -0.5 -0.2
H -14.91624 30.54068 -33.61155 -0.6 0.0 -0.8
H -13.77425 30.10330 -34.93594 -0.3 -0.2 0.0
H -13.17691 30.36161 -32.31993 0.0 -0.2 0.1
H -12.44068 29.00864 -33.19111 0.0 -0.1 0.2
H -14.63200 28.82113 -31.10347 -0.4 0.5 -0.3
H -13.60800 27.63527 -31.59079 0.1 -0.5 -0.7
H -16.23593 28.42218 -32.48932 -0.4 0.0 -0.6
H -15.60220 26.88938 -32.85541 0.3 -0.1 -0.6
H -17.11289 27.85324 -34.75819 -0.1 -0.1 -0.5
H -16.65136 29.13960 -35.96035 0.7 -0.2 0.2
H -17.07803 29.49554 -34.25108 0.2 0.2 -0.1
C -20.48821 27.92477 -31.54373 2.4 -2.1 -1.4
C -21.31684 27.43571 -30.55352 -4.2 3.7 0.8
C -21.67856 25.94548 -30.49496 -1.5 0.4 4.8
O -22.30823 25.44841 -29.48871 1.0 1.4 -2.2
C -21.20706 25.09467 -31.44825 1.9 -1.1 -2.3
C -20.33305 25.53659 -32.53806 1.0 -0.6 -1.9
C -19.72564 27.00611 -32.40819 -0.3 0.0 1.0
O -18.64962 27.22571 -32.96921 -0.6 0.3 -0.1
O -19.99227 24.77503 -33.47640 -1.0 1.9 2.5
O -22.01394 28.35653 -29.90782 1.9 -3.7 -0.8
H -20.17549 28.95031 -31.41380 0.0 0.1 -0.4
H -21.22252 24.02374 -31.30941 -0.5 -0.1 0.1
C -16.77372 24.87733 -39.06806 -1.7 2.4 5.8
C -17.56641 24.14684 -39.89808 3.2 -1.5 -3.9
C -18.89485 23.50027 -39.45166 -0.7 0.4 -7.3
O -19.76256 23.10267 -40.30266 1.2 -0.1 -0.7
C -19.23640 23.55512 -38.22317 -1.0 0.2 5.9
C -18.49883 24.17904 -37.22562 0.7 0.9 0.9
C -17.26807 25.16150 -37.68335 -0.1 -2.7 -2.3
O -16.73291 25.90239 -36.86927 0.4 1.2 0.8
O -18.81329 24.03385 -36.03999 0.6 0.9 0.3
O -16.94680 23.95160 -41.03484 -2.9 -0.3 0.9
H -15.86992 25.41473 -39.31450 0.1 -0.4 -0.5
H -20.16485 23.10714 -37.90116 -0.1 -0.2 0.0
C -23.61115 31.81069 -41.37722 2.1 -3.6 0.2
C -23.28979 33.03536 -40.92923 -3.3 3.4 0.1
C -22.17214 33.22757 -39.88466 1.6 5.2 1.0
O -21.76728 34.41560 -39.47722 -2.0 -2.2 -1.7
C -21.48171 32.19860 -39.31598 -1.4 -4.7 -1.5
C -21.89461 30.81694 -39.71623 1.8 1.1 -0.2
C -22.80686 30.64119 -41.02066 -2.2 2.7 0.5
O -23.00806 29.58420 -41.60339 0.9 -1.5 0.3
O -21.45786 29.76457 -39.20971 -0.1 0.0 0.1
O -24.14973 33.96211 -41.29967 2.3 -0.4 1.5
H -24.38613 31.70945 -42.12258 0.0 -0.1 -0.1
H -20.59063 32.44316 -38.75690 -0.3 -0.5 0.3
Cl -17.53064 35.46291 -36.44447 -0.1 0.1 0.1
C -17.97030 33.79362 -35.97377 0.8 0.2 -0.4
C -18.30680 33.01237 -37.20179 -0.4 -0.1 -0.3
Cl -18.45799 31.33714 -36.57106 -0.3 -0.3 -0.4
H -18.79465 33.81560 -35.26098 0.3 0.0 0.0
H -17.05837 33.31449 -35.61754 -0.2 0.4 0.7
H -17.50667 33.01125 -37.94198 0.0 0.0 0.2
H -19.22666 33.35888 -37.67284 -0.1 -0.3 0.1
Cl -24.92685 21.83579 -38.89742 -1.2 -0.4 0.9
C -23.80321 22.31743 -40.10569 2.1 1.2 -1.0
C -22.91864 21.15132 -40.58593 -0.8 0.3 1.4
Cl -23.80466 20.18058 -41.78614 0.4 -0.1 -0.2
H -23.13195 23.05417 -39.66441 0.3 -0.2 0.4
H -24.28803 22.95901 -40.84151 -0.2 -0.8 -0.4
H -22.81789 20.53874 -39.68999 -0.1 -0.3 -0.1
H -21.87644 21.39879 -40.78757 -0.3 0.4 -1.0
Cl -25.73450 28.75514 -37.97869 -0.5 0.1 -0.6
C -26.24190 28.77144 -39.76340 0.7 -0.4 0.8
C -25.31831 27.77112 -40.45713 -0.2 0.6 -0.3
Cl -25.75345 26.08948 -40.05045 0.0 0.0 0.0
H -26.11795 29.79985 -40.10269 0.4 -0.2 -0.1
H -27.30375 28.52615 -39.78351 0.2 -0.3 0.0
H -24.28084 27.95167 -40.17576 -0.1 0.0 0.1
H -25.34442 27.87339 -41.54201 -0.2 0.0 0.1
Cl -24.82383 26.68655 -33.98761 0.0 0.0 0.9
C -24.76527 26.16712 -32.21937 -0.1 0.3 -0.1
C -24.90795 27.33609 -31.19752 0.7 -0.9 -1.4
Cl -26.43068 28.27246 -31.33831 0.3 -0.4 0.1
H -23.78253 25.71983 -32.07022 0.0 0.2 -0.1
H -25.46804 25.33439 -32.19161 -0.3 0.4 0.4
H -24.06371 27.99630 -31.39621 -0.2 0.3 0.1
H -24.72877 26.95199 -30.19329 -0.5 0.0 0.0
C -24.35012 35.51219 -33.75402 1.9 -0.6 -0.7
O -25.53909 35.57426 -33.03925 -3.0 -0.8 0.4
P -26.63818 34.37635 -33.19478 1.9 -0.5 1.5
O -27.12339 34.18322 -34.59346 -0.1 0.2 1.7
O -25.73731 33.12825 -32.57094 -1.0 3.5 -0.9
C -26.26947 31.83402 -32.46029 0.1 -0.4 0.4
O -27.72685 34.71256 -31.96375 2.4 -0.6 -2.8
C -29.00074 35.11605 -32.41105 -1.9 -0.1 0.9
H -23.55997 35.46869 -33.00444 0.2 0.0 -0.2
H -24.15040 36.33566 -34.43967 -0.5 0.5 0.4
H -24.26390 34.64749 -34.41201 -0.2 -0.4 0.2
H -25.40505 31.18955 -32.62010 -0.5 -0.4 -0.5
H -27.09687 31.75665 -33.16563 0.1 -0.8 0.0
H -26.56995 31.64997 -31.42881 -0.4 0.1 -0.1
H -29.06914 35.55290 -33.40733 0.3 0.1 0.2
H -29.42324 35.74992 -31.63143 0.4 0.7 -0.3
H -29.70666 34.28840 -32.34199 0.2 -0.5 -0.5
C -22.51826 20.28717 -36.34952 -0.3 -0.1 -1.2
O -22.94327 20.01149 -35.01985 -0.8 0.5 0.6
P -24.18549 20.75650 -34.31474 0.1 -0.3 1.1
O -24.56255 20.09344 -33.04013 0.3 0.6 -1.4
O -23.72911 22.28594 -34.10004 -0.5 -0.5 -0.9
C -22.41657 22.75255 -33.73346 -0.2 0.2 0.3
O -25.39023 20.83354 -35.42061 1.0 -0.4 1.2
C -26.49492 21.71769 -35.19519 -0.2 1.3 -0.9
H -22.51136 19.34980 -36.90574 -0.5 -0.1 0.0
H -21.49727 20.63860 -36.49844 0.1 0.4 1.0
H -23.20830 20.99350 -36.81109 0.1 -0.1 -0.2
H -21.83740 23.09907 -34.58937 0.0 -0.6 -0.1
H -21.88144 22.01336 -33.13736 0.0 0.0 -0.2
H -22.58196 23.64453 -33.12920 -0.1 -0.1 0.1
H -26.38281 22.48310 -35.96310 0.3 0.6 0.5
H -26.58298 22.13491 -34.19207 0.5 -0.1 0.0
H -27.49846 21.38882 -35.46508 0.3 -1.4 0.2
```
Positions in Å, forces in eV/Å.

As for the charge: -1. As for the expectation value of S²: 0.784. The value obtained for the LUMO energy (alpha / beta) is 1.16 / -0.52 eV. Its gap between HOMO and LUMO (alpha / beta) is 5.1 / 3.4 eV. Its multiplicity is 2.